1.
DFT (ωB97M-V with the def2-TZVPD basis set) results for a cluster of 2 separate species, C9H14 in total in a non-equilibrium geometry.

Properties
* E_tot: -351.316753 Ha
* SMILES string: Cc1ccccc1.CC
* Kohn-Sham gap: 10.062 eV
* HOMO energy: -9.07 eV
* energy relative to the best compared isomer or geometry (same formula, charge and spin): 35.3 kJ/mol
* M: 122.2 g/mol

Cartesian coordinates (Å):
C -2.109 -1.779 -0.493
C -1.766 -0.374 -0.945
C -0.481 -0.057 -1.367
C -0.204 1.218 -1.865
C -1.179 2.193 -1.900
C -2.476 1.872 -1.519
C -2.745 0.619 -1.014
H -1.948 -1.913 0.573
H -1.471 -2.478 -1.036
H -3.126 -2.027 -0.784
H 0.339 -0.755 -1.259
H 0.791 1.345 -2.279
H -1.009 3.172 -2.335
H -3.238 2.640 -1.603
H -3.715 0.365 -0.608
C 2.526 -0.303 1.785
C 3.570 -0.659 2.870
H 2.749 0.618 1.254
H 2.514 -1.057 0.984
H 1.505 -0.325 2.164
H 4.048 -1.604 2.624
H 4.351 0.098 2.923
H 3.075 -0.810 3.832

2.
DFT (ωB97M-V with the def2-TZVPD basis set) results for a cluster of 2 separate species, C9H14 in total in a non-equilibrium geometry.

Properties
* E_tot: -351.314532 Ha
* SMILES string: Cc1ccccc1.CC
* Kohn-Sham gap: 10.091 eV
* HOMO energy: -9.07 eV
* energy relative to the best compared isomer or geometry (same formula, charge and spin): 41.1 kJ/mol
* M: 122.2 g/mol

Cartesian coordinates (Å):
C -0.643 2.377 0.661
C 0.227 1.345 0.005
C 0.963 0.415 0.724
C 1.847 -0.461 0.093
C 1.917 -0.513 -1.286
C 1.230 0.457 -2.011
C 0.343 1.319 -1.389
H -0.693 3.299 0.066
H -0.281 2.765 1.615
H -1.652 1.978 0.721
H 0.951 0.407 1.806
H 2.442 -1.039 0.781
H 2.512 -1.250 -1.817
H 1.222 0.436 -3.088
H -0.108 2.130 -1.960
C -1.619 -1.970 0.674
C -2.727 -2.211 1.676
H -1.724 -1.173 -0.069
H -0.685 -1.659 1.147
H -1.256 -2.842 0.117
H -2.368 -2.933 2.398
H -3.671 -2.497 1.204
H -2.938 -1.285 2.222

3.
DFT (ωB97M-V with the def2-TZVPD basis set) results for a cluster of 2 separate species, C9H14 in total in a non-equilibrium geometry.

Properties
* E_tot: -351.292814 Ha
* SMILES string: Cc1ccccc1.CC
* Kohn-Sham gap: 9.949 eV
* HOMO energy: -8.98 eV
* energy relative to the best compared isomer or geometry (same formula, charge and spin): 98.1 kJ/mol
* M: 122.2 g/mol

Cartesian coordinates (Å):
C 1.317 -2.559 1.685
C 0.188 -1.603 1.301
C 0.061 -0.296 1.767
C -1.145 0.413 1.607
C -2.275 -0.194 1.080
C -2.185 -1.500 0.596
C -0.944 -2.109 0.670
H 1.950 -2.144 2.449
H 1.790 -2.783 0.709
H 0.846 -3.537 1.976
H 0.887 0.357 1.993
H -1.188 1.459 1.914
H -3.322 0.149 1.144
H -3.011 -2.007 0.142
H -0.811 -3.093 0.217
C 1.183 3.152 -2.664
C 0.764 1.769 -2.151
H 1.846 3.638 -1.938
H 1.928 3.042 -3.468
H 0.351 3.710 -3.047
H 1.352 1.194 -1.445
H -0.179 1.874 -1.568
H 0.594 1.068 -2.971

Among the records above, which one has the lowest energy relative to the best compared isomer or geometry (same formula, charge and spin)? number 1

What did the third record say?
DFT (ωB97M-V with the def2-TZVPD basis set) results for a cluster of 2 separate species, C9H14 in total in a non-equilibrium geometry.

Properties
* E_tot: -351.292814 Ha
* SMILES string: Cc1ccccc1.CC
* Kohn-Sham gap: 9.949 eV
* HOMO energy: -8.98 eV
* energy relative to the best compared isomer or geometry (same formula, charge and spin): 98.1 kJ/mol
* M: 122.2 g/mol

Cartesian coordinates (Å):
C 1.317 -2.559 1.685
C 0.188 -1.603 1.301
C 0.061 -0.296 1.767
C -1.145 0.413 1.607
C -2.275 -0.194 1.080
C -2.185 -1.500 0.596
C -0.944 -2.109 0.670
H 1.950 -2.144 2.449
H 1.790 -2.783 0.709
H 0.846 -3.537 1.976
H 0.887 0.357 1.993
H -1.188 1.459 1.914
H -3.322 0.149 1.144
H -3.011 -2.007 0.142
H -0.811 -3.093 0.217
C 1.183 3.152 -2.664
C 0.764 1.769 -2.151
H 1.846 3.638 -1.938
H 1.928 3.042 -3.468
H 0.351 3.710 -3.047
H 1.352 1.194 -1.445
H -0.179 1.874 -1.568
H 0.594 1.068 -2.971

Please write out number 2 again, unchanged.
DFT (ωB97M-V with the def2-TZVPD basis set) results for a cluster of 2 separate species, C9H14 in total in a non-equilibrium geometry.

Properties
* E_tot: -351.314532 Ha
* SMILES string: Cc1ccccc1.CC
* Kohn-Sham gap: 10.091 eV
* HOMO energy: -9.07 eV
* energy relative to the best compared isomer or geometry (same formula, charge and spin): 41.1 kJ/mol
* M: 122.2 g/mol

Cartesian coordinates (Å):
C -0.643 2.377 0.661
C 0.227 1.345 0.005
C 0.963 0.415 0.724
C 1.847 -0.461 0.093
C 1.917 -0.513 -1.286
C 1.230 0.457 -2.011
C 0.343 1.319 -1.389
H -0.693 3.299 0.066
H -0.281 2.765 1.615
H -1.652 1.978 0.721
H 0.951 0.407 1.806
H 2.442 -1.039 0.781
H 2.512 -1.250 -1.817
H 1.222 0.436 -3.088
H -0.108 2.130 -1.960
C -1.619 -1.970 0.674
C -2.727 -2.211 1.676
H -1.724 -1.173 -0.069
H -0.685 -1.659 1.147
H -1.256 -2.842 0.117
H -2.368 -2.933 2.398
H -3.671 -2.497 1.204
H -2.938 -1.285 2.222

Which formula does entry 3 have? C9H14